The following is a DFT calculation (ωB97M-V/def2-TZVPD) of one molecule with the formula C3H4F2O2 at a distorted geometry.

Calculated values
**Structure (SMILES)**: O=C[C@@H](O)C(F)F
**Frontier orbital gap**: 11.17 eV

```
! wB97M-V def2-TZVPD RIJCOSX def2/J DEFGRID3
* xyz 0 1
C 0.15506 0.13027 -0.40343
C -1.11155 -0.82872 -0.15820
C 1.50286 -0.10630 0.38287
O -0.14844 1.46926 -0.10146
O -2.12544 -0.42796 0.34584
F 2.41958 0.80803 0.05927
F 1.94827 -1.40165 -0.02461
H 0.21104 0.26468 -1.46314
H -0.98695 -1.89443 -0.31538
H 1.32316 -0.20045 1.54861
H -0.82868 1.59214 0.55527
*
```